[1]
# C6H9N3O2

One molecule with the formula C6H9N3O2 in a non-equilibrium geometry (the ωB97M-V functional and the def2-TZVPD basis, the Open Molecules 2025 dataset).

Its relative energy (zero: lowest compared OMol25 entry of this formula, charge and spin) is 1.7861 eV. The LUMO energy is 0.405 eV. The structure (SMILES) is C[C@](N)(C(=O)O)n1ccnc1. For the maximum force, the calculation gives 4.4 eV/A.

Element x y z (Å)
C  2.8627  -0.2943  0.4766
C  1.6828  0.3129  0.8305
C  1.3367  -0.9822  -0.8777
C  -1.4734  -1.1290  0.2990
C  -0.9647  1.2555  0.9203
C  -0.6390  0.1573  -0.0371
N  2.5980  -1.1424  -0.5566
N  0.7604  -0.0528  -0.1055
N  -1.1145  0.5071  -1.3038
O  -1.1160  -1.8829  1.1535
O  -2.6155  -1.3669  -0.3343
H  3.8747  -0.1295  0.9311
H  1.4734  0.8541  1.7354
H  0.9884  -1.3076  -1.8650
H  -0.3288  2.1413  0.7818
H  -1.0005  1.0123  2.0216
H  -2.0313  1.5454  0.8796
H  -2.5433  -0.7521  -1.1985
H  -0.6837  1.3810  -1.6877
H  -1.0663  -0.1272  -2.0631

[2]
# C6H9N3O2S

A 3-piece molecular cluster, C6H9N3O2S overall in a non-equilibrium geometry (the ωB97M-V functional and the def2-TZVPD basis, the Open Molecules 2025 dataset).

Its relative energy (zero: lowest compared OMol25 entry of this formula, charge and spin) is 3.5950 eV. The LUMO energy is 0.534 eV. For the maximum force, the calculation gives 5.6 eV/A.

Element x y z (Å)
C  0.1586  -2.0554  -0.2324
C  0.1653  1.0835  -0.4964
C  -3.7727  -0.0727  0.9982
C  -1.0175  -2.2511  -1.0965
C  2.4299  0.8692  -0.5595
C  1.3873  1.3106  1.6438
N  1.0906  -1.6147  0.2912
N  -0.9260  1.1724  -0.8828
N  1.2183  1.3123  0.1990
O  -3.1993  0.7031  1.5970
O  -4.2240  -0.9874  0.5017
S  -2.3394  1.0036  -1.6247
H  -1.8109  -2.6014  -0.6281
H  -1.3826  -1.3033  -1.3850
H  -0.6491  -3.0195  -1.9110
H  2.3033  0.9300  -1.7003
H  3.2972  1.6582  -0.2972
H  2.8146  -0.0844  -0.3570
H  1.7743  0.4114  1.8829
H  2.1949  2.1714  1.9678
H  0.4873  1.3641  2.0892

[3]
# C6H9N3O3S

One molecule with the formula C6H9N3O3S in a non-equilibrium geometry (the ωB97M-V functional and the def2-TZVPD basis, the Open Molecules 2025 dataset).

Its relative energy (zero: lowest compared OMol25 entry of this formula, charge and spin) is 0.0000 eV. The LUMO energy is 0.553 eV. The structure (SMILES) is CO[C@]1(C(N)=O)SCN=C1C(N)=O. For the maximum force, the calculation gives 8.3 eV/A.

Element x y z (Å)
C  0.9347  -0.2075  0.2335
C  1.2450  0.5410  1.3970
C  -0.7823  1.2410  -0.9739
C  1.4521  -1.3234  -1.7110
C  -0.4815  -0.2487  -0.3478
C  -1.2056  -1.7010  1.2992
N  1.8556  -0.6965  -0.4866
N  1.5444  1.8202  1.0897
N  -2.1185  1.3813  -1.1543
O  1.2354  0.1764  2.5538
O  0.0650  2.0627  -1.2678
O  -1.3990  -0.4110  0.6423
S  -0.4362  -1.5252  -1.7251
H  1.7777  -0.7070  -2.5522
H  1.9225  -2.3732  -1.8234
H  -2.0791  -1.6035  2.0342
H  -0.2894  -1.5941  2.0562
H  -1.2128  -2.5844  0.8230
H  1.3612  2.1245  0.1233
H  1.7374  2.5734  1.8321
H  -2.6937  0.8487  -0.5883
H  -2.4331  2.2065  -1.4539

[4]
# C6H9N3OS

One molecule with the formula C6H9N3OS in a non-equilibrium geometry (the ωB97M-V functional and the def2-TZVPD basis, the Open Molecules 2025 dataset).

Its relative energy (zero: lowest compared OMol25 entry of this formula, charge and spin) is 2.9837 eV. The LUMO energy is 0.689 eV. For the maximum force, the calculation gives 5.1 eV/A.

Element x y z (Å)
C  -2.1740  -0.6289  -1.7439
C  -1.0468  -0.3986  -0.9401
C  -1.4063  0.7866  -0.2565
C  0.4638  -0.6040  -0.8117
C  -0.2109  1.4307  0.4187
C  2.8071  -0.8688  1.4927
N  -2.6147  1.1758  -0.6185
N  -2.9974  0.3143  -1.5142
N  0.8377  0.4174  0.4533
O  1.3086  0.4456  2.9219
S  1.0852  -0.5120  1.8518
H  -2.5845  -1.3533  -2.4752
H  0.6316  -1.5824  -0.4272
H  1.0738  -0.3453  -1.6438
H  0.1006  2.3570  -0.2384
H  -0.5206  1.7911  1.3548
H  2.6612  -1.8275  0.8499
H  3.3913  -0.7783  2.3402
H  3.1183  -0.1057  0.8349
H  -3.9241  0.2863  -1.8489

[5]
# C6H9N3S

A 2-piece molecular cluster, C6H9N3S overall in a non-equilibrium geometry (the ωB97M-V functional and the def2-TZVPD basis, the Open Molecules 2025 dataset).

Its relative energy (zero: lowest compared OMol25 entry of this formula, charge and spin) is 1.7141 eV. The LUMO energy is 0.707 eV. The structure (SMILES) is C/C=C1\CN=CN1.N=C=S. For the maximum force, the calculation gives 4.2 eV/A.

Element x y z (Å)
C  0.1746  1.3245  0.7947
C  -0.7004  1.9959  -1.0504
C  0.6241  0.2646  -0.2772
C  -2.8995  -0.6255  0.1008
C  2.0519  -1.5929  0.8878
C  1.3151  -0.8821  -0.2627
N  -0.5691  2.3626  0.1249
N  -0.0024  0.8332  -1.3619
N  -2.2125  -1.1121  -0.7444
S  -3.9946  0.1516  0.8823
H  0.8766  1.9379  1.2066
H  -1.2522  2.4918  -1.7951
H  2.0969  -2.7002  0.7593
H  1.5785  -1.4060  1.8531
H  3.0234  -1.1698  1.0766
H  1.5647  -1.4199  -1.1471
H  0.1730  0.3406  -2.1403
H  -0.4324  1.0004  1.7425
H  -1.4155  -1.7948  -0.6495

[6]
# C6H9N3S2

A 2-piece molecular cluster, C6H9N3S2 overall in a non-equilibrium geometry (the ωB97M-V functional and the def2-TZVPD basis, the Open Molecules 2025 dataset).

Its relative energy (zero: lowest compared OMol25 entry of this formula, charge and spin) is 2.4667 eV. The LUMO energy is -0.647 eV. For the maximum force, the calculation gives 5.3 eV/A.

Element x y z (Å)
C  -1.2724  0.9352  1.2588
C  0.7579  1.4510  0.0858
C  -0.3320  -1.0208  -0.2903
C  -1.2508  1.4221  -1.3148
C  0.4717  -2.7419  1.1851
C  -0.6160  1.0432  -0.0445
N  -1.7075  0.9949  2.3171
N  1.4144  1.8919  -1.0707
N  0.1556  -1.3124  0.8983
S  1.8257  1.2013  1.3580
S  -0.9667  -1.6450  -1.5933
H  -0.8761  0.9579  -2.1785
H  -1.0191  2.3648  -1.5324
H  -2.3668  1.1154  -1.2772
H  -0.5093  -3.3468  0.9921
H  1.1960  -3.3047  0.4856
H  0.7261  -2.6299  2.2035
H  1.1272  1.3766  -1.8738
H  2.4060  1.9648  -1.0167
H  0.8360  -0.7177  1.4078

[7]
# C6H9N4

An isolated ion of composition C6H9N4 and charge +1 in a non-equilibrium geometry (the ωB97M-V functional and the def2-TZVPD basis, the Open Molecules 2025 dataset).

As for the charge: +1. Its relative energy (zero: lowest compared OMol25 entry of this formula, charge and spin) is 4.7614 eV. The LUMO energy (spin up / spin down) is -4.537 / -4.536 eV. The structure (SMILES) is [H]/N=C/C=C\C/C(C#N)=[NH+]/N. For the maximum force, the calculation gives 3.2 eV/A.

Element x y z (Å)
C  1.4917  1.1327  0.1030
C  -1.6099  1.5426  -0.8115
C  -1.2807  1.5017  0.5153
C  -1.1221  0.5386  -1.7684
C  -0.5334  0.4337  1.2418
C  0.7118  0.0139  0.4342
N  2.1051  2.0736  -0.0665
N  -0.0643  -0.1020  -1.5445
N  1.2294  -1.1764  0.6974
N  2.4029  -1.5102  -0.0250
H  -2.2509  2.4268  -1.0758
H  -1.6545  2.1151  1.2466
H  -1.8312  0.2735  -2.4709
H  -0.2460  0.7492  2.2424
H  -1.0849  -0.5751  1.5008
H  0.6927  -1.9510  0.9336
H  0.2309  -0.9117  -2.0200
H  2.4689  -2.4956  0.0934
H  3.1750  -1.0823  0.5098

[8]
# C6H9N4

An isolated ion of composition C6H9N4 and charge +1 in a non-equilibrium geometry (the ωB97M-V functional and the def2-TZVPD basis, the Open Molecules 2025 dataset).

As for the charge: +1. Its relative energy (zero: lowest compared OMol25 entry of this formula, charge and spin) is 5.7052 eV. The LUMO energy is -4.398 eV. For the maximum force, the calculation gives 4.6 eV/A.

Element x y z (Å)
C  0.9453  0.2126  -1.2199
C  1.4384  -1.0463  -0.9936
C  -0.0589  -0.5256  0.7259
C  -1.8172  2.1213  0.4498
C  -2.3471  1.3511  1.4215
C  2.4116  -1.9776  -1.4693
N  0.0565  0.4898  -0.1940
N  0.8612  -1.4114  0.1567
N  -0.6513  1.7078  -0.2840
N  -2.7776  0.8561  2.4792
H  1.0499  0.7584  -2.1170
H  -2.1515  3.1209  0.3079
H  3.2477  -1.9209  -0.7115
H  2.1381  -2.9872  -1.2596
H  2.6441  -1.9000  -2.5562
H  1.1948  -2.2652  0.5928
H  -0.4018  2.1347  -1.1410
H  -3.3333  0.0473  2.4853
H  -2.4491  1.2341  3.3273